(1)
The following is a quantum chemistry calculation of a structure of composition C20H18CsF6N5O4S2Se4 in a non-equilibrium geometry, from OMol25.

```
60
Properties=species:S:1:pos:R:3:forces:R:3:mulliken_charge:R:1
Cs 0.484748 1.031779 -0.612625 0.93 0.75 2.78 1.270
C -2.414871 -2.561210 1.995528 -0.05 -0.04 -0.01 -1.121
N -0.982812 -2.456235 1.929569 -0.09 -0.24 0.15 0.951
C -0.337226 -2.765358 3.187253 0.05 0.09 0.08 -1.797
C 0.586467 -1.662098 3.695011 -0.04 -0.04 0.03 1.162
C 1.320899 -1.870716 4.857863 0.06 0.00 -0.04 -0.924
C 2.143605 -0.851615 5.316329 -0.07 -0.06 -0.06 -0.537
C 2.194300 0.335846 4.605899 0.09 -0.07 0.15 -0.338
C 1.419087 0.453448 3.461848 -0.08 -0.14 0.07 0.304
N 0.632250 -0.527418 3.011428 -0.01 0.18 0.06 -0.057
C -0.376683 -3.105143 0.781338 0.12 0.19 -0.10 -0.943
C 1.118908 -2.885091 0.790242 0.02 -0.01 -0.16 0.206
C 1.989094 -3.896369 1.179658 0.01 -0.02 -0.03 -0.458
C 3.347693 -3.632856 1.255180 -0.01 -0.01 0.00 -0.578
C 3.792611 -2.363150 0.939399 0.01 0.06 0.01 -0.900
C 2.854982 -1.423303 0.534101 -0.08 -0.08 -0.01 -0.635
N 1.553775 -1.671109 0.447252 0.15 -0.28 0.10 0.626
C -3.153737 -1.928866 0.837967 0.10 -0.04 0.07 0.911
C -4.484633 -2.256896 0.593810 0.02 0.00 0.03 -1.003
C -5.171318 -1.567694 -0.390203 0.01 0.02 -0.02 -0.266
C -4.504056 -0.586685 -1.107251 0.01 -0.02 0.01 -0.920
C -3.169188 -0.356417 -0.811658 -0.08 -0.11 -0.02 -0.338
N -2.504035 -1.013171 0.134722 -0.01 0.22 -0.13 -0.036
H -2.739191 -2.019393 2.888671 0.01 -0.01 0.04 0.458
H -2.769556 -3.606437 2.121345 0.01 0.01 -0.08 0.318
H 0.243294 -3.695351 3.118554 -0.03 -0.02 0.03 0.206
H -1.090973 -2.958240 3.958281 -0.03 0.08 -0.03 0.682
H 1.247061 -2.817282 5.384088 0.01 0.00 0.00 0.383
H 2.732186 -0.983087 6.217585 -0.01 0.00 0.00 0.365
H 2.800366 1.180163 4.908761 -0.04 -0.03 -0.07 0.164
H 1.436106 1.391781 2.916452 -0.01 -0.01 -0.03 -0.064
H -0.777154 -2.650919 -0.125721 0.01 -0.06 0.01 0.394
H -0.594526 -4.190308 0.756118 0.05 -0.02 0.05 0.189
H 1.594689 -4.873508 1.430344 0.01 -0.01 0.00 0.462
H 4.043444 -4.404227 1.562699 0.00 -0.01 0.00 0.393
H 4.838175 -2.092447 0.993264 0.01 -0.02 0.01 0.459
H 3.175041 -0.424970 0.258631 0.02 0.02 0.00 0.384
H -4.965720 -3.029926 1.181672 -0.01 0.01 -0.01 0.387
H -6.212092 -1.790854 -0.592959 0.00 0.00 0.00 0.389
H -4.990430 -0.011945 -1.883602 -0.02 -0.01 0.01 0.409
H -2.599370 0.372533 -1.364798 -0.01 0.17 -0.10 0.458
F -2.772025 0.124957 -4.834614 0.03 -0.04 0.00 -0.227
C -1.565122 -0.447450 -4.917837 0.02 -0.08 0.05 0.557
F -1.629333 -1.652600 -4.352182 -0.05 0.08 -0.09 -0.207
F -1.265973 -0.604458 -6.213215 -0.02 -0.02 0.05 -0.239
S -0.315435 0.630064 -4.091478 0.12 0.00 -0.01 1.057
O -0.748607 0.694827 -2.714187 -1.26 -0.22 -2.27 -0.639
O -0.324245 1.813046 -4.889190 -0.02 -0.03 -0.03 -0.664
N 1.052555 -0.124314 -4.243763 -0.09 -0.12 -0.09 -0.583
S 1.571028 -1.174717 -3.176555 0.10 0.08 -0.12 1.010
O 0.558123 -1.963308 -2.537932 0.02 -0.10 0.00 -0.458
O 2.628157 -0.632262 -2.367753 0.02 -0.10 -0.20 -0.551
C 2.415490 -2.329589 -4.338191 0.00 0.01 0.02 0.408
F 2.958933 -3.330569 -3.634253 -0.01 0.02 -0.04 -0.216
F 1.546973 -2.854516 -5.207798 0.04 0.00 0.03 -0.230
F 3.387462 -1.726027 -5.024066 -0.03 -0.03 0.02 -0.218
Se -1.630469 3.820995 0.344124 0.12 0.00 0.10 -0.671
Se -0.154895 5.128076 1.641148 0.00 -0.13 -0.09 -0.188
Se 2.023268 4.181764 1.507437 -0.04 -0.08 0.05 -0.271
Se 2.755806 3.671430 3.688059 0.03 0.29 -0.16 -0.684
```
Positions in Å, forces in eV/Å.

As for the total charge: -2. As for the HOMO energy: -0.33 eV.

(2)
The following is a quantum chemistry calculation of a structure of composition C20H18F3O3Sc in a non-equilibrium geometry, from OMol25.

```
45
Properties=species:S:1:pos:R:3:forces:R:3:mulliken_charge:R:1
C 0.455242 -1.660438 3.170440 1.02 -1.24 -0.19 -0.564
C -0.857358 -1.882738 2.685940 -0.08 -1.38 -0.60 -0.382
C -0.757958 -2.255638 1.329940 0.15 -0.11 0.15 -0.566
H -1.768958 -1.784538 3.250840 0.14 -0.14 -0.14 0.513
C 0.607142 -2.256138 0.979340 0.34 0.03 -0.76 -0.413
C 1.364442 -1.889338 2.110440 -0.18 -0.43 0.22 -0.671
H 2.436942 -1.804138 2.162240 0.10 0.01 0.00 0.466
H 0.715842 -1.373738 4.174440 0.22 -0.36 -0.45 0.663
H -1.577758 -2.472438 0.669540 -0.18 -0.09 -0.13 0.455
H 0.998242 -2.447338 -0.007460 0.07 -0.08 -0.10 0.478
C -0.932158 2.115262 1.864740 0.17 -0.01 0.06 -0.869
C -0.596958 1.625062 3.137540 -0.08 1.46 -0.04 -0.029
C 0.807342 1.453462 3.185940 0.14 0.41 0.00 -0.197
H -1.289458 1.390262 3.928740 0.12 0.49 -0.44 0.519
C 1.344242 1.841162 1.936840 -0.11 0.54 0.10 -0.701
C 0.259942 2.243562 1.120840 0.42 0.16 -0.57 -0.517
H 0.319842 2.553362 0.090740 0.08 0.12 -0.13 0.491
H -1.924758 2.308162 1.498140 -0.18 0.12 -0.01 0.466
H 1.371642 1.096062 4.029740 0.01 0.01 -0.12 0.427
H 2.387442 1.847662 1.667940 0.09 -0.02 -0.07 0.484
Sc 0.035042 -0.038438 1.574840 -0.66 -0.06 -0.59 0.884
O -0.275558 -0.190238 -2.414560 0.09 0.08 0.14 -0.343
C -1.376358 -0.957338 -2.891560 -0.17 -0.09 -0.06 -0.442
C -0.098758 -0.955938 -3.611060 0.01 -0.21 0.19 -0.071
H -1.652658 -1.811138 -2.280260 0.04 0.01 0.00 0.270
H -2.202958 -0.383038 -3.297760 0.04 0.04 -0.01 0.272
H 0.538842 -1.827038 -3.483960 0.00 0.02 0.02 0.412
H 0.838042 -1.944738 -5.921760 0.00 -0.03 0.01 0.346
C 0.572142 -0.897638 -6.001460 -0.01 0.01 0.10 -0.504
C 0.087742 -0.222938 -4.883960 0.03 0.22 -0.29 0.420
C -0.232758 1.127262 -4.994460 0.03 -0.10 0.06 -0.364
H -0.579658 1.658362 -4.118660 -0.04 0.04 0.02 0.369
C -0.080358 1.785762 -6.204260 0.01 0.01 -0.03 -0.557
H -0.326458 2.836962 -6.276760 0.00 0.01 0.00 0.378
C 0.392242 1.104862 -7.318160 -0.01 -0.02 0.04 -0.441
H 0.512242 1.621662 -8.261060 0.00 0.00 0.00 0.376
C 0.720042 -0.239338 -7.212860 -0.01 0.03 0.00 -0.507
H 1.097842 -0.775038 -8.073660 0.00 -0.01 0.00 0.377
F 0.115642 0.452862 7.745140 0.87 0.36 -2.18 -0.262
C 0.299842 0.510062 6.374640 0.08 0.34 1.63 0.889
F 0.331042 1.843662 6.014340 0.47 -1.53 0.57 -0.244
F 1.506942 -0.095338 6.082640 -0.98 1.07 0.30 -0.256
C -0.836158 -0.197538 5.681440 -6.95 -3.97 -1.59 0.199
O -1.790958 -0.694738 6.434540 4.15 2.25 -1.83 -0.716
O -0.957958 -0.358538 4.351740 0.75 2.04 6.69 -0.538
```
Positions in Å, forces in eV/Å.

As for the total charge: 0. As for the HOMO energy: -8.08 eV.

Number 1: energy -336583.902 eV, Kohn-Sham gap 3.85 eV, LUMO energy 0.1296 Ha. Number 2: energy -56024.301 eV, Kohn-Sham gap 7.42 eV, LUMO energy -0.0241 Ha.